11 unconnected molecules or ions with the total composition C48H102N2O9, computed with ωB97M-V/def2-TZVPD.

Each line ends with the Mulliken charge.
Atoms and positions in Å:
O1 9.923 -6.153 14.735  -0.41
O2 12.530 -2.710 27.770  -0.44
O3 5.404 -14.095 17.446  -0.42
O4 14.115 -3.041 20.604  -0.40
O5 19.719 -19.944 28.456  -0.42
O6 20.075 -1.872 20.945  -0.38
O7 17.091 -11.006 31.273  -0.40
O8 22.634 -5.238 27.446  -0.41
O9 8.144 -13.104 27.093  -0.41
N1 9.430 -20.471 23.294  0.06
N2 15.023 -11.361 22.978  0.16
C1 11.230 -2.401 28.309  -0.41
C2 7.327 -13.609 28.140  -0.48
C3 7.783 -6.951 14.648  -0.48
C4 18.404 -19.548 27.932  -0.45
C5 6.158 -13.410 26.030  -0.45
C6 16.358 -13.419 22.528  -1.33
C7 13.806 -0.977 19.494  -0.47
C8 6.658 -14.316 16.796  -0.32
C9 16.602 -10.801 30.006  -0.40
C10 18.724 -19.589 26.448  -0.63
C11 6.914 -13.598 19.158  -0.45
C12 19.938 -3.175 21.462  -0.38
C13 5.969 -13.882 27.480  -0.51
C14 9.612 -6.429 16.125  -0.38
C15 16.164 -10.441 22.854  -0.45
C16 5.550 -13.250 18.597  -0.46
C17 13.324 -0.926 20.913  -0.55
C18 12.790 -4.159 27.904  -0.34
C19 21.435 -1.434 20.922  -0.41
C20 8.252 -21.231 22.923  -0.42
C21 7.672 -13.726 17.814  -0.54
C22 10.273 -18.417 24.370  -1.25
C23 17.716 -11.146 29.079  -0.52
C24 13.146 -10.137 21.763  -0.99
C25 15.960 -9.138 23.644  -1.34
C26 7.360 -12.448 26.186  -0.47
C27 20.724 -5.439 28.830  -0.31
C28 11.395 -4.770 27.799  -0.47
C29 10.681 -21.322 23.430  -0.77
C30 18.423 -11.415 31.291  -0.41
C31 8.450 -22.203 21.678  -1.31
C32 15.102 -12.590 22.250  -0.46
C33 21.403 -3.645 21.804  -0.58
C34 21.711 -6.167 27.925  -0.53
C35 19.729 -20.673 26.233  -0.42
C36 13.904 -2.101 21.638  -0.35
C37 22.152 -2.360 21.886  -0.47
C38 13.662 -10.830 23.033  -0.71
C39 10.790 -22.211 24.720  -1.07
C40 9.116 -7.077 13.947  -0.41
C41 18.595 -12.065 29.888  -0.54
C42 22.788 -4.260 28.434  -0.40
C43 8.292 -7.190 16.096  -0.54
C44 10.472 -3.677 28.404  -0.52
C45 20.334 -20.784 27.580  -0.40
C46 9.265 -19.544 24.405  -0.41
C47 14.184 -2.432 19.353  -0.38
C48 21.524 -4.226 29.211  -0.52
H1 21.600 -0.445 21.350  0.25
H2 5.228 -13.318 28.047  0.24
H3 7.524 -20.451 22.699  0.47
H4 23.085 -3.351 27.911  0.28
H5 13.294 -2.528 22.433  0.26
H6 23.227 -2.475 21.748  0.35
H7 21.622 -4.348 21.000  0.25
H8 22.039 -1.945 22.888  0.24
H9 8.405 -8.244 16.351  0.24
H10 9.868 -22.730 24.984  0.26
H11 21.030 -3.257 29.136  0.26
H12 17.896 -19.573 25.739  0.41
H13 9.223 -21.733 21.071  0.38
H14 19.641 -11.995 29.589  0.31
H15 7.410 -5.942 14.469  0.24
H16 4.809 -13.532 19.345  0.29
H17 13.488 0.020 21.429  0.37
H18 19.372 -3.076 22.387  0.26
H19 14.741 -0.418 19.498  0.23
H20 5.429 -12.792 25.507  0.32
H21 9.344 -19.974 25.403  0.29
H22 19.079 -10.588 31.564  0.28
H23 9.557 -8.060 14.113  0.24
H24 17.666 -20.316 28.166  0.26
H25 7.702 -21.756 23.704  0.34
H26 7.567 -22.417 21.076  0.36
H27 10.091 -17.780 23.504  0.29
H28 11.458 -2.027 29.308  0.24
H29 8.088 -12.820 17.373  0.25
H30 9.194 -6.882 12.877  0.32
H31 20.305 -21.808 27.953  0.26
H32 12.257 -1.144 20.940  0.21
H33 9.478 -3.584 27.966  0.36
H34 5.459 -14.845 27.505  0.35
H35 12.082 -9.940 21.896  0.40
H36 19.504 -3.861 20.734  0.27
H37 6.485 -13.760 15.874  0.25
H38 10.310 -3.954 29.445  0.22
H39 15.753 -11.455 29.805  0.34
H40 19.404 -21.590 25.741  0.35
H41 15.272 -8.444 23.162  0.29
H42 10.659 -1.585 27.866  0.31
H43 11.261 -18.870 24.292  0.28
H44 13.290 -4.370 28.849  0.26
H45 5.408 -12.231 18.239  0.29
H46 19.188 -18.646 26.158  0.25
H47 21.721 -4.220 30.283  0.27
H48 8.720 -23.218 21.969  0.29
H49 19.912 -5.146 28.164  0.26
H50 7.818 -14.452 28.625  0.25
H51 11.611 -20.794 23.219  0.35
H52 9.552 -5.426 16.548  0.31
H53 7.285 -12.863 19.872  0.33
H54 7.813 -12.110 25.254  0.33
H55 16.465 -13.681 23.581  0.33
H56 23.609 -4.570 29.080  0.25
H57 10.364 -7.021 16.646  0.24
H58 12.989 -11.683 23.110  0.41
H59 7.067 -7.637 14.195  0.34
H60 14.832 -1.797 22.123  0.23
H61 13.508 -10.176 23.891  0.34
H62 6.482 -14.242 25.405  0.22
H63 22.376 -6.833 28.475  0.29
H64 15.556 -9.332 24.638  0.32
H65 16.379 -14.224 21.794  0.40
H66 21.270 -6.766 27.128  0.31
H67 13.430 -4.459 27.074  0.26
H68 7.433 -12.915 28.973  0.29
H69 17.098 -10.778 23.301  0.34
H70 10.342 -17.728 25.212  0.39
H71 7.126 -11.518 26.704  0.30
H72 10.685 -22.046 22.615  0.38
H73 10.967 -21.535 25.557  0.29
H74 17.196 -12.761 22.298  0.31
H75 13.616 -2.785 18.492  0.30
H76 6.698 -15.390 16.615  0.21
H77 15.216 -12.392 21.184  0.32
H78 8.265 -19.113 24.372  0.40
H79 18.655 -12.211 31.999  0.27
H80 18.304 -10.275 28.789  0.20
H81 21.826 -1.359 19.908  0.28
H82 11.243 -5.643 28.435  0.29
H83 13.665 -9.182 21.680  0.20
H84 13.108 -0.726 18.694  0.31
H85 13.306 -10.676 20.830  0.27
H86 20.450 -20.223 25.551  0.18
H87 15.225 -2.457 19.031  0.23
H88 18.045 -18.551 28.187  0.33
H89 21.411 -20.617 27.559  0.28
H90 6.827 -14.577 19.629  0.25
H91 16.918 -8.623 23.703  0.40
H92 14.225 -13.209 22.443  0.37
H93 17.346 -11.611 28.165  0.35
H94 21.486 -4.275 22.689  0.33
H95 11.462 -23.047 24.526  0.40
H96 20.527 -6.015 29.734  0.26
H97 18.272 -13.104 29.821  0.28
H98 8.520 -14.360 18.072  0.31
H99 10.874 -4.894 26.850  0.24
H100 7.625 -6.781 16.854  0.31
H101 16.503 -9.738 29.789  0.24
H102 16.443 -10.369 21.802  0.42

Atomic forces in eV per Å
O 0.3 -0.7 -0.4
O 0.1 -0.6 -0.7
O -1.1 -0.3 1.0
O -0.6 -1.6 0.3
O -2.0 2.4 1.7
O 0.2 1.0 -0.7
O -0.7 0.0 2.6
O -0.5 0.6 -1.8
O 2.7 -1.4 0.6
N 2.3 -1.1 0.3
N 0.0 0.2 1.5
C 1.3 0.4 1.5
C 1.0 -0.6 0.0
C 0.5 -0.7 -0.4
C 1.2 -1.1 -1.3
C 0.9 1.5 -0.2
C 0.0 1.1 0.0
C 1.1 0.1 0.5
C -1.0 0.6 1.3
C 0.4 0.6 -1.4
C -1.3 1.4 -1.1
C -0.5 0.8 -1.6
C 1.5 -0.2 1.2
C -1.6 0.8 0.4
C -0.1 0.4 -1.1
C -0.5 -0.1 0.6
C -0.4 -0.9 -0.1
C -2.4 0.6 0.9
C -1.3 1.3 -1.1
C 0.4 0.1 0.6
C -1.1 -0.2 -1.1
C 1.2 -0.8 0.0
C 0.7 0.3 -0.7
C 0.9 -0.9 -1.6
C 0.5 0.8 0.4
C -0.3 0.2 -1.0
C -1.5 0.3 0.2
C 0.5 -0.1 -1.0
C -1.6 0.5 0.9
C -1.2 -1.2 0.0
C 0.5 -1.7 -0.9
C 0.0 0.8 1.1
C 1.0 -0.4 -0.2
C -1.6 -1.3 -0.5
C 1.0 -1.4 0.7
C 0.5 0.5 -1.7
C 1.0 0.3 -0.2
C 0.8 -0.1 0.0
C 0.0 -0.4 -1.1
C -0.8 1.0 -0.7
C 1.0 0.6 0.9
C 1.1 1.0 0.3
C 1.5 0.0 -0.4
C -1.4 0.7 0.2
C -0.4 -0.8 1.1
C 1.8 -2.4 0.2
C -0.5 0.5 0.4
C 1.4 0.9 -1.1
C -0.5 1.9 1.9
H -0.9 0.4 -0.2
H -0.1 0.7 -0.4
H -0.2 0.0 -0.6
H -0.1 0.2 0.3
H -0.3 0.0 -0.3
H 0.0 0.1 -0.3
H 0.9 0.4 -0.3
H -0.1 0.0 0.1
H 0.1 -0.1 -0.4
H -0.5 0.2 -0.4
H -0.4 -0.1 -0.6
H -0.5 -0.6 0.3
H -0.1 -0.3 -0.3
H 0.0 -0.2 -0.2
H 0.0 0.1 0.3
H -0.5 0.2 -0.4
H 0.0 0.0 -0.1
H -0.5 -0.4 -0.1
H -0.2 0.5 -0.7
H -0.8 -0.6 0.3
H -0.1 -0.7 0.1
H 0.3 0.2 -0.6
H -0.2 -0.4 -0.1
H -0.1 0.0 0.4
H 0.5 -0.5 0.7
H -0.3 0.8 0.1
H 0.2 -0.1 -0.2
H -0.2 0.1 0.3
H -0.1 0.3 0.5
H -0.1 0.6 0.2
H -0.4 -0.4 0.1
H -0.4 0.5 -0.2
H 0.1 -0.4 -0.3
H 1.0 -0.6 0.1
H 0.0 0.1 -0.2
H -0.4 0.2 0.1
H 1.2 -0.1 -0.3
H -0.1 0.3 0.2
H -0.4 0.5 0.2
H -0.3 -0.1 0.5
H -0.1 0.0 -0.1
H 0.6 -0.1 -1.0
H 0.2 0.2 -0.2
H -0.2 0.0 0.1
H 0.2 0.3 0.5
H 0.3 0.2 0.4
H 0.3 -0.3 0.1
H 0.6 0.2 0.3
H -0.6 -0.3 0.7
H 0.1 -0.6 -0.7
H -0.2 0.6 0.5
H -0.1 -0.2 0.4
H 0.2 0.0 -0.2
H 0.6 -0.7 0.0
H -0.1 -0.5 -0.1
H 0.3 0.1 0.2
H 0.4 0.1 -0.2
H 0.2 -0.2 0.7
H -0.2 -0.3 0.6
H 0.5 -0.3 -0.1
H 0.1 0.0 0.0
H -0.1 0.0 -0.1
H -0.5 -0.7 0.6
H 0.3 -0.2 0.0
H 0.1 -0.4 0.5
H 0.0 0.4 -0.2
H 0.1 0.2 0.1
H -1.2 0.7 0.0
H -0.2 -1.1 0.2
H -0.5 -0.4 0.4
H -1.0 0.5 -0.2
H -0.4 0.2 -0.2
H 0.8 -0.6 0.3
H 0.3 -0.2 0.0
H -0.5 -1.3 0.7
H 0.5 0.1 -0.1
H -0.6 0.0 -0.7
H -0.2 -0.1 -0.2
H -0.7 0.1 0.6
H -0.1 0.1 0.0
H 0.0 -0.6 -0.2
H 0.3 -0.3 -0.4
H -0.1 0.2 -0.3
H 0.1 0.6 0.4
H 0.0 -0.3 0.2
H 0.2 -0.4 -0.2
H 0.2 -0.3 -0.2
H 0.5 -0.2 0.7
H 0.1 0.6 0.1
H 0.2 0.0 0.1
H 0.0 0.0 0.2
H -0.1 0.2 -0.1
H 0.1 0.0 -0.1
H -0.3 0.3 0.3
H 0.7 0.5 0.5
H -0.8 -0.1 -0.5
H 0.0 0.0 0.4
H 0.2 -0.2 -0.8
H 1.3 -0.6 -0.6
H -0.2 0.0 0.0
H -1.4 0.1 0.5
H -0.1 0.8 -0.4

energy relative to the best compared isomer or geometry (same formula, charge and spin): 5.224 eV
orbital gap: 8.2 eV
E: -2676.34734 Eh
spin multiplicity: 1
E_LUMO: 0.280 eV
structure (SMILES): CCN(CC)CC.CCN(CC)CC.C1CCOC1.C1CCOC1.C1CCOC1.C1CCOC1.C1CCOC1.C1CCOC1.C1CCOC1.C1CCOC1.C1CCOC1